Record 1
{
  "formula": "C5H12NO",
  "method": "ωB97M-V with the def2-TZVPD basis set",
  "symbols": ["C", "O", "C", "C", "C", "C", "N", "H", "H", "H", "H", "H", "H", "H", "H", "H", "H", "H", "H"],
  "coordinates": [[-0.933, 1.626, 0.465], [0.454, 1.650, 0.074], [-1.432, 0.164, 0.602], [-1.105, -0.607, -0.675], [-0.022, -1.673, -0.744], [1.270, -1.399, -0.471], [1.584, -0.479, 0.642], [-1.505, 2.046, -0.377], [-0.978, 2.272, 1.330], [0.659, 2.000, -0.794], [-2.518, 0.297, 0.621], [-1.029, -0.278, 1.532], [-0.904, 0.146, -1.472], [-2.002, -1.075, -1.077], [-0.031, -2.614, -1.297], [2.092, -1.551, -1.133], [1.290, 0.508, 0.374], [0.848, -0.609, 1.339], [2.497, -0.568, 1.078]],
  "max_force_ev_per_a": 2.5,
  "smiles": "[NH3+]/C=C\\CCCO",
  "e_tot_ha": -327.38323,
  "e_above_lowest_kj_mol": 200.5,
  "charge": 1
}

Record 2
{
  "formula": "C53H51CsI2N5O2PS3Si2Te",
  "method": "ωB97M-V with the def2-TZVPD basis set",
  "symbols": ["Cs", "N", "C", "C", "C", "C", "C", "C", "N", "C", "C", "C", "S", "C", "N", "H", "H", "H", "H", "H", "H", "H", "I", "C", "C", "C", "I", "C", "C", "C", "C", "N", "C", "C", "O", "H", "H", "H", "H", "O", "C", "C", "C", "C", "C", "C", "C", "P", "C", "C", "C", "C", "C", "C", "C", "C", "C", "C", "C", "C", "H", "H", "H", "H", "H", "H", "H", "H", "H", "H", "H", "H", "H", "H", "S", "C", "N", "C", "C", "C", "C", "C", "C", "S", "H", "H", "H", "H", "C", "Si", "C", "C", "C", "Te", "C", "Si", "C", "C", "C", "H", "H", "H", "H", "H", "H", "H", "H", "H", "H", "H", "H", "H", "H", "H", "H", "H", "H", "H", "H", "H", "H"],
  "coordinates": [[-0.135, 0.014, -0.100], [4.597, 0.436, 1.306], [4.345, 0.347, 2.654], [5.144, 0.502, 3.778], [4.536, 0.301, 5.007], [3.180, -0.040, 5.101], [2.388, -0.194, 3.976], [2.983, 0.002, 2.733], [2.447, -0.119, 1.470], [3.427, 0.132, 0.647], [3.373, 0.183, -0.797], [4.308, 0.811, -1.568], [3.843, 0.743, -3.213], [2.442, -0.145, -2.749], [2.331, -0.368, -1.488], [5.496, 0.539, 0.873], [6.195, 0.756, 3.701], [5.122, 0.408, 5.912], [2.748, -0.192, 6.083], [1.339, -0.465, 4.036], [5.173, 1.375, -1.256], [1.713, -0.458, -3.486], [-5.915, 0.117, -0.675], [-4.800, 1.210, 0.732], [-5.483, 2.034, 1.621], [-4.809, 2.772, 2.561], [-5.944, 3.968, 3.881], [-3.398, 2.739, 2.626], [-2.606, 3.483, 3.528], [-1.241, 3.399, 3.477], [-0.654, 2.571, 2.509], [-1.356, 1.859, 1.665], [-2.697, 1.902, 1.704], [-3.391, 1.037, 0.740], [-2.746, 0.240, 0.005], [-6.562, 2.084, 1.564], [-3.091, 4.123, 4.254], [-0.619, 3.964, 4.160], [0.430, 2.498, 2.427], [-0.662, -1.098, 2.451], [-0.276, -2.227, 2.427], [0.080, -3.499, 2.490], [-0.501, -4.315, 3.578], [-0.202, -5.629, 3.707], [0.689, -6.293, 2.804], [1.257, -5.555, 1.780], [1.006, -4.198, 1.563], [1.786, -3.214, 0.286], [1.944, -4.305, -1.191], [2.851, -5.364, -1.300], [2.920, -6.124, -2.460], [2.096, -5.836, -3.539], [1.198, -4.782, -3.453], [1.124, -4.023, -2.288], [3.568, -3.115, 0.740], [3.968, -3.201, 2.076], [5.295, -2.999, 2.438], [6.251, -2.720, 1.468], [5.868, -2.637, 0.134], [4.539, -2.824, -0.225], [-1.184, -3.830, 4.269], [-0.657, -6.188, 4.519], [0.898, -7.351, 2.914], [1.928, -6.057, 1.089], [3.519, -5.583, -0.477], [3.628, -6.944, -2.526], [2.159, -6.426, -4.447], [0.562, -4.543, -4.296], [0.435, -3.184, -2.224], [3.220, -3.434, 2.828], [5.583, -3.056, 3.481], [7.288, -2.568, 1.749], [6.607, -2.423, -0.631], [4.246, -2.749, -1.268], [0.076, 2.278, -3.105], [1.133, 3.109, -2.113], [1.643, 2.736, -0.963], [2.470, 3.676, -0.399], [3.117, 3.547, 0.835], [3.954, 4.558, 1.283], [4.161, 5.709, 0.523], [3.519, 5.862, -0.703], [2.683, 4.851, -1.154], [1.748, 4.745, -2.615], [2.941, 2.656, 1.429], [4.451, 4.458, 2.242], [4.816, 6.492, 0.889], [3.667, 6.758, -1.295], [-3.798, -1.627, -5.611], [-2.339, -2.761, -5.269], [-2.344, -4.157, -6.548], [-0.731, -1.800, -5.434], [-2.468, -3.505, -3.560], [-2.536, -1.940, -2.065], [-2.185, -3.363, -0.491], [-3.704, -3.943, 0.438], [-5.142, -4.266, -0.742], [-3.284, -5.558, 1.312], [-4.157, -2.631, 1.701], [-3.742, -1.199, -6.617], [-3.828, -0.801, -4.892], [-4.743, -2.173, -5.527], [-2.260, -3.756, -7.565], [-3.270, -4.738, -6.491], [-1.508, -4.845, -6.386], [-0.615, -1.364, -6.431], [0.130, -2.454, -5.254], [-0.690, -0.985, -4.703], [-1.591, -4.126, -3.368], [-3.354, -4.134, -3.445], [-1.493, -2.925, 0.237], [-1.649, -4.182, -0.975], [-4.913, -5.091, -1.426], [-5.362, -3.374, -1.336], [-6.043, -4.536, -0.183], [-3.115, -6.360, 0.583], [-4.090, -5.877, 1.982], [-2.372, -5.448, 1.910], [-4.006, -1.635, 1.272], [-3.506, -2.714, 2.578], [-5.196, -2.708, 2.036]],
  "max_force_ev_per_a": 1.5,
  "e_tot_ha": -5473.14296,
  "e_above_lowest_kj_mol": 53.1,
  "charge": -2
}

Record 3
{
  "formula": "C23H30IN5O3Pt",
  "method": "ωB97M-V with the def2-TZVPD basis set",
  "symbols": ["Pt", "C", "C", "N", "C", "C", "N", "C", "C", "H", "H", "H", "H", "H", "H", "H", "H", "H", "H", "H", "H", "H", "N", "C", "N", "C", "O", "C", "I", "H", "H", "H", "H", "C", "O", "C", "C", "C", "C", "C", "C", "N", "C", "C", "C", "C", "C", "C", "C", "O", "H", "H", "H", "H", "H", "H", "H", "H", "H", "H", "H", "H", "H"],
  "coordinates": [[-0.451, -0.561, 0.977], [-3.097, -0.213, 4.543], [-2.075, -0.752, 3.523], [-1.781, 0.283, 2.504], [-1.082, 1.428, 3.143], [-1.888, 1.927, 4.357], [-3.235, 1.266, 4.320], [-3.876, 1.521, 2.991], [-3.050, 0.773, 1.924], [-2.771, -0.367, 5.570], [-4.087, -0.649, 4.419], [-2.463, -1.638, 3.024], [-1.138, -1.022, 4.006], [-0.954, 2.202, 2.386], [-0.099, 1.103, 3.469], [-2.046, 3.003, 4.339], [-1.420, 1.657, 5.302], [-3.819, 1.659, 5.059], [-3.884, 2.598, 2.835], [-4.903, 1.167, 3.037], [-2.817, 1.434, 1.091], [-3.607, -0.080, 1.543], [1.394, -0.916, 3.429], [0.799, -0.767, 2.451], [-1.434, 3.276, -2.155], [-1.352, 2.165, -1.396], [-1.243, 2.197, -0.182], [-1.367, 0.878, -2.202], [-2.203, -0.758, -1.131], [-1.363, 4.174, -1.705], [-1.571, 3.244, -3.150], [-0.354, 0.549, -2.422], [-1.933, 0.982, -3.123], [3.194, 3.122, -3.506], [3.098, 1.841, -2.878], [2.231, 0.942, -3.393], [1.349, 1.180, -4.440], [0.549, 0.145, -4.909], [0.611, -1.119, -4.342], [1.488, -1.363, -3.295], [2.289, -0.337, -2.821], [3.349, -0.537, -1.897], [3.631, -1.536, -1.108], [2.804, -2.566, -0.586], [3.448, -3.799, -0.315], [2.784, -4.834, 0.281], [1.458, -4.634, 0.685], [0.817, -3.436, 0.471], [1.459, -2.367, -0.175], [0.900, -1.182, -0.344], [3.956, 3.666, -2.959], [2.245, 3.655, -3.436], [3.491, 3.019, -4.551], [1.316, 2.149, -4.916], [-0.115, 0.329, -5.744], [0.008, -1.926, -4.733], [1.581, -2.358, -2.883], [4.069, 0.173, -1.992], [4.676, -1.567, -0.815], [4.476, -3.925, -0.634], [3.273, -5.782, 0.448], [0.931, -5.429, 1.196], [-0.198, -3.287, 0.817]],
  "max_force_ev_per_a": 0.9,
  "e_tot_ha": -1810.42704,
  "e_above_lowest_kj_mol": 17.8,
  "charge": 2
}

Record 4
{
  "formula": "C28H58IN5O8P",
  "method": "ωB97M-V with the def2-TZVPD basis set",
  "symbols": ["C", "C", "C", "C", "C", "C", "C", "C", "C", "I", "C", "O", "N", "C", "C", "O", "O", "C", "C", "C", "C", "N", "O", "P", "N", "H", "H", "H", "H", "H", "H", "H", "H", "H", "H", "H", "H", "H", "H", "H", "H", "H", "H", "H", "H", "H", "H", "H", "H", "H", "H", "H", "H", "C", "O", "C", "C", "N", "C", "C", "O", "C", "H", "H", "H", "H", "H", "H", "H", "H", "H", "H", "H", "H", "H", "H", "H", "C", "O", "C", "C", "N", "C", "C", "O", "C", "H", "H", "H", "H", "H", "H", "H", "H", "H", "H", "H", "H", "H", "H", "H"],
  "coordinates": [[2.459, 4.144, 2.638], [1.062, 4.462, 3.435], [-0.305, 4.134, 2.529], [-0.415, 2.533, 2.246], [-0.123, 2.401, 0.604], [-1.779, 1.777, 2.746], [-2.566, 2.430, 4.050], [-4.013, 3.120, 3.767], [-3.938, 4.741, 3.362], [-3.963, 5.139, 1.219], [-2.837, 1.290, 1.593], [-3.281, 1.804, 0.454], [-3.526, -0.045, 1.946], [-2.750, -0.528, 3.190], [-2.859, -2.152, 3.280], [-2.169, -2.985, 4.057], [-3.825, -2.804, 2.334], [-1.283, 0.231, 3.177], [-0.206, -0.568, 2.256], [-0.715, -1.212, 0.854], [0.664, -1.691, 0.035], [0.906, -1.263, -1.408], [1.525, -2.482, 0.707], [-0.262, 0.255, 4.843], [-0.356, -1.130, 5.668], [3.277, 4.918, 3.029], [2.324, 4.300, 1.482], [2.781, 3.035, 2.922], [0.939, 3.916, 4.463], [1.049, 5.631, 3.666], [-1.184, 4.638, 3.093], [-0.147, 4.743, 1.518], [0.561, 2.062, 2.749], [0.221, 1.336, 0.277], [-0.971, 2.877, -0.051], [0.828, 3.105, 0.434], [-2.770, 1.634, 4.918], [-1.912, 3.260, 4.609], [-4.550, 3.148, 4.837], [-4.762, 2.530, 3.092], [-3.071, 5.286, 3.969], [-4.946, 5.204, 3.806], [-4.440, 0.291, 2.333], [-3.528, -0.200, 4.036], [0.178, -1.484, 2.921], [0.793, 0.036, 2.008], [-1.241, -0.445, 0.108], [-1.371, -2.177, 0.930], [-0.056, -1.080, -1.800], [1.405, -0.344, -1.378], [-0.665, 1.311, 5.734], [1.132, 0.426, 4.426], [-0.725, -0.958, 6.628], [8.099, -5.408, -1.204], [7.452, -4.728, -2.272], [6.162, -5.273, -2.578], [5.062, -4.253, -2.240], [4.933, -4.079, -0.789], [4.082, -2.946, -0.410], [4.584, -1.536, -0.782], [5.767, -1.142, -0.084], [6.979, -1.550, -0.705], [9.112, -5.008, -1.111], [7.572, -5.240, -0.261], [8.167, -6.480, -1.410], [5.987, -6.233, -2.077], [6.147, -5.457, -3.658], [4.108, -4.603, -2.650], [5.322, -3.309, -2.728], [5.857, -3.934, -0.389], [3.977, -2.989, 0.681], [3.079, -3.095, -0.827], [3.808, -0.827, -0.470], [4.698, -1.398, -1.862], [6.897, -1.596, -1.795], [7.297, -2.512, -0.304], [7.754, -0.819, -0.449], [-2.219, 1.580, -2.245], [-2.204, 0.235, -2.707], [-3.352, -0.511, -2.284], [-4.219, -0.882, -3.498], [-4.874, 0.305, -4.060], [-5.511, 0.063, -5.359], [-4.584, -0.289, -6.540], [-3.722, 0.781, -6.935], [-2.497, 0.845, -6.217], [-1.265, 2.042, -2.512], [-3.024, 2.146, -2.724], [-2.330, 1.617, -1.158], [-3.934, 0.020, -1.521], [-2.977, -1.434, -1.829], [-4.983, -1.604, -3.188], [-3.571, -1.360, -4.238], [-4.181, 1.042, -4.175], [-6.051, 0.982, -5.616], [-6.267, -0.724, -5.246], [-5.227, -0.483, -7.405], [-4.018, -1.211, -6.375], [-2.144, -0.140, -5.900], [-2.604, 1.507, -5.358], [-1.741, 1.287, -6.875]],
  "max_force_ev_per_a": 8.5,
  "e_tot_ha": -2615.97193,
  "charge": -1
}

Question: Number 1 is which compound?
Answer: C5H12NO

Question: What is the formula in the third record?
Answer: C23H30IN5O3Pt